[1]
{"formula": "C5H10O", "method": "ωB97M-V/def2-TZVPD", "species": ["C", "C", "C", "C", "O", "C", "H", "H", "H", "H", "H", "H", "H", "H", "H", "H"], "coordinates": [[0.0079, -0.5643, -1.8145], [0.6723, -0.7873, -0.4869], [1.2826, 0.2398, 0.2796], [0.2842, 1.3216, 0.9351], [-1.0240, 1.1718, 0.7299], [-1.3897, -0.1106, 1.2515], [0.7567, -0.2726, -2.5683], [-0.4414, -1.5015, -2.1549], [-0.7769, 0.2147, -1.8316], [0.6906, -1.8049, -0.1101], [2.0264, -0.0798, 1.0139], [1.7362, 0.9860, -0.4021], [0.5741, 2.3699, 0.9208], [-0.4951, -0.4533, 1.7734], [-2.1622, 0.0552, 1.9997], [-1.7417, -0.7846, 0.4646]], "forces_ev_per_angstrom": [[0.075, -0.072, 0.124], [-0.551, -1.285, -0.938], [0.010, 2.721, 0.769], [1.317, -0.129, -0.290], [-0.641, -0.384, 0.087], [-0.310, 0.186, 0.304], [-0.157, 0.031, 0.077], [0.002, 0.167, -0.050], [0.268, -0.179, 0.230], [0.047, 0.079, -0.070], [-0.148, -0.038, -0.107], [0.431, -0.434, 0.019], [0.123, -0.063, -0.246], [-0.398, -0.670, 0.000], [-0.194, -0.046, -0.075], [0.124, 0.116, 0.165]], "homo_ha": [-0.2691, -0.2576], "gap_ev": [8.181, 7.657], "lumo_ev": [0.86, 0.65], "relative_energy_kj_mol": 444.11, "mol_weight_g_mol": 86.13}



[2]
{"formula": "C5H10O", "method": "ωB97M-V/def2-TZVPD", "species": ["O", "C", "C", "C", "C", "C", "H", "H", "H", "H", "H", "H", "H", "H", "H", "H"], "coordinates": [[1.3568, 0.3991, 2.3334], [1.5324, -0.3307, 1.4017], [1.1572, -0.1512, -0.0483], [-0.2843, 0.3801, -0.1494], [-1.3021, -0.4913, 0.6510], [-0.6633, 0.6107, -1.6035], [2.1342, -1.2624, 1.5039], [1.3040, -1.1123, -0.5403], [1.7683, 0.6229, -0.5363], [-0.3094, 1.3169, 0.4146], [-0.8700, -1.3257, 1.2265], [-1.5476, 0.2088, 1.4709], [-2.1404, -0.7779, 0.0150], [-0.7131, -0.4070, -2.0208], [0.1119, 1.1680, -2.1717], [-1.5347, 1.1521, -1.9467]], "forces_ev_per_angstrom": [[-0.499, 0.295, -0.039], [1.520, -0.698, -0.646], [-1.135, 1.021, 0.105], [-0.344, 0.263, 0.519], [0.624, 1.011, 0.632], [1.100, -0.631, -1.122], [-0.100, -0.014, 0.558], [-0.090, 0.046, -0.204], [0.350, -0.397, 0.282], [0.412, 0.172, -0.405], [-0.068, -0.109, -0.784], [-0.934, -0.636, -0.374], [-0.074, -0.102, 0.454], [-0.072, 0.334, -0.408], [0.086, -0.514, 0.501], [-0.776, -0.041, 0.932]], "homo_ha": -0.3603, "gap_ev": 10.790, "lumo_ev": 0.99, "relative_energy_kj_mol": 101.15, "smiles": "CC(C)CC=O", "mol_weight_g_mol": 86.13}



[3]
{"formula": "C5H10O", "method": "ωB97M-V/def2-TZVPD", "species": ["C", "C", "C", "O", "H", "H", "H", "H", "H", "H", "C", "C", "H", "H", "H", "H"], "coordinates": [[0.7225, -1.8110, 0.2061], [1.0517, -0.2954, -0.0405], [1.5855, 0.4813, 0.9302], [1.3611, -0.0837, -1.3684], [1.7004, 0.8233, -1.4532], [0.3377, -2.2991, -0.6949], [-0.0053, -1.9063, 1.0176], [1.6392, -2.3230, 0.5052], [1.3765, 0.2847, 1.9755], [2.2214, 1.3252, 0.6907], [-1.5876, 0.6735, 0.1335], [-2.3696, 1.3289, -0.7248], [-2.3487, 1.1009, -1.7854], [-1.5844, 0.8748, 1.1983], [-1.0182, -0.2434, -0.2153], [-3.0823, 2.0692, -0.3747]], "forces_ev_per_angstrom": [[-0.446, 1.378, -0.097], [3.147, -1.576, 0.725], [-0.962, -0.483, -0.554], [-0.530, 0.395, 0.322], [-0.153, -0.356, -0.023], [-0.041, 0.264, 0.138], [0.093, -0.061, -0.123], [-0.060, 0.174, -0.082], [0.115, -0.093, -0.143], [-0.289, 0.194, -0.029], [-0.348, -1.388, -1.031], [0.236, -0.275, 0.509], [-0.131, -0.034, 0.106], [0.031, -0.007, -0.047], [-0.934, 1.658, 0.482], [0.274, 0.209, -0.154]], "homo_ha": -0.3169, "gap_ev": 9.552, "lumo_ev": 0.93, "relative_energy_kj_mol": 234.48, "smiles": "C=C(C)O.C=C", "mol_weight_g_mol": 86.13}



[4]
{"formula": "C5H10O", "method": "ωB97M-V/def2-TZVPD", "species": ["C", "C", "C", "O", "C", "C", "H", "H", "H", "H", "H", "H", "H", "H", "H", "H"], "coordinates": [[2.5120, 0.3056, 0.2372], [1.2123, 0.2586, -0.5695], [0.0059, -0.3045, -0.1183], [0.1726, -1.4857, 0.4070], [-1.3815, 0.1315, -0.4966], [-2.3897, 0.0023, 0.6456], [3.3326, 0.5232, -0.4536], [2.5112, 1.0854, 1.0085], [2.7505, -0.6442, 0.7261], [1.1440, -1.1671, -0.4203], [1.1289, 1.0172, -1.3470], [-1.6800, -0.5510, -1.3037], [-1.3652, 1.1435, -0.9109], [-2.2297, 0.7704, 1.4081], [-3.4064, 0.1162, 0.2572], [-2.3066, -0.9801, 1.1183]], "forces_ev_per_angstrom": [[0.081, -0.067, 0.048], [-0.119, 0.349, -0.048], [0.020, 0.077, -0.300], [0.081, -0.003, -0.019], [0.010, 0.038, -0.070], [-0.020, -0.018, 0.089], [-0.108, -0.055, 0.138], [-0.082, -0.052, -0.142], [-0.070, 0.176, -0.011], [-0.005, -0.322, 0.100], [0.015, -0.134, 0.089], [0.024, 0.121, 0.083], [0.021, -0.118, 0.099], [0.006, -0.121, -0.082], [0.161, -0.006, 0.088], [-0.014, 0.134, -0.063]], "homo_ha": -0.3125, "gap_ev": 9.058, "lumo_ev": 0.56, "relative_energy_kj_mol": 321.28, "mol_weight_g_mol": 86.13}



[5]
{"formula": "C5H10O", "method": "ωB97M-V/def2-TZVPD", "species": ["C", "C", "C", "C", "O", "C", "H", "H", "H", "H", "H", "H", "H", "H", "H", "H"], "coordinates": [[-2.0045, 1.1244, -1.2950], [-0.3305, -0.8073, -0.0095], [-0.6403, -0.6867, 1.4836], [0.6329, 0.2467, -0.4483], [0.1933, 1.2859, -0.9393], [2.1074, -0.0227, -0.2596], [-1.8096, 1.7677, -2.1670], [-2.1580, 1.8365, -0.4607], [-1.2424, -0.5761, -0.5810], [0.0260, -1.8083, -0.2686], [-0.9381, 0.3362, 1.7420], [0.2116, -0.9608, 2.1152], [-1.4768, -1.3458, 1.7283], [2.2988, -0.3892, 0.7571], [2.3899, -0.8424, -0.9323], [2.7406, 0.8419, -0.4648]], "forces_ev_per_angstrom": [[0.435, 0.427, -0.044], [-0.152, -0.199, -0.112], [0.010, -0.002, 0.175], [-0.226, 0.226, -0.117], [-0.117, -0.547, 0.152], [0.034, 0.096, -0.039], [-0.001, 0.120, 0.067], [0.087, 0.026, -0.148], [0.174, -0.310, 0.163], [0.133, 0.052, 0.154], [0.031, -0.167, -0.093], [-0.109, 0.019, -0.068], [0.121, 0.057, 0.046], [-0.129, 0.106, -0.172], [-0.077, 0.132, 0.052], [-0.214, -0.035, -0.013]], "homo_ha": -0.3060, "gap_ev": 8.903, "lumo_ev": 0.58, "relative_energy_kj_mol": 432.37, "mol_weight_g_mol": 86.13}



[6]
{"formula": "C5H10O", "method": "ωB97M-V/def2-TZVPD", "species": ["C", "C", "C", "C", "C", "H", "H", "H", "H", "H", "H", "H", "H", "H", "H", "O"], "coordinates": [[2.1441, -0.2473, 0.2427], [0.8686, -0.4762, -0.5878], [-0.3592, 0.1300, -0.0631], [-1.2227, -0.6795, 0.8267], [-1.7289, -0.2890, -0.5733], [3.0875, -0.0080, -0.5317], [2.4703, -1.2199, 1.0153], [1.7211, 0.7623, 0.7951], [1.2010, -0.0696, -1.5543], [0.6634, -1.6210, -0.6581], [-0.0438, 1.9011, -0.7240], [-1.5060, -0.1893, 1.7662], [-0.7763, -1.7323, 0.9181], [-2.5239, 0.4458, -0.5720], [-1.6159, -1.1031, -1.2903], [-0.1112, 1.5258, 0.2206]], "forces_ev_per_angstrom": [[1.138, 0.579, 1.442], [1.472, -3.366, -1.140], [-0.441, 1.552, 0.083], [1.411, -1.105, 0.499], [1.336, -0.448, 1.125], [-2.465, -0.627, 2.494], [-1.039, 3.190, -2.179], [2.346, -2.424, -0.689], [-0.940, -0.270, -0.239], [0.430, 1.850, -0.492], [-0.116, -0.431, 2.257], [-0.464, -0.345, -0.624], [-1.133, 1.595, 0.196], [0.103, -0.146, -0.455], [-0.821, 0.396, -0.038], [-0.819, 0.000, -2.239]], "homo_ha": -0.3584, "gap_ev": 10.663, "lumo_ev": 0.91, "relative_energy_kj_mol": 292.80, "smiles": "CCC1(O)CC1", "mol_weight_g_mol": 86.13}



[7]
{"formula": "C5H10O", "method": "ωB97M-V/def2-TZVPD", "species": ["O", "C", "C", "C", "C", "C", "H", "H", "H", "H", "H", "H", "H", "H", "H", "H"], "coordinates": [[-1.7553, 0.1459, 0.9074], [-1.0728, 0.2110, -0.3380], [-0.2544, -1.0558, -0.5962], [0.9683, -0.9071, 0.3222], [1.2132, 0.6181, 0.4404], [-0.0105, 1.3017, -0.2086], [-2.4013, -0.5694, 0.8503], [-1.7870, 0.4130, -1.1539], [-0.8376, -1.9643, -0.4001], [0.0480, -1.0849, -1.6512], [1.8418, -1.4383, -0.0688], [0.7421, -1.3299, 1.3056], [1.3202, 0.9151, 1.4880], [2.1336, 0.9199, -0.0704], [-0.3906, 2.1442, 0.3788], [0.2422, 1.6806, -1.2054]], "forces_ev_per_angstrom": [[-0.228, -0.192, 0.080], [0.153, 0.109, -0.362], [-0.032, -0.046, -0.055], [0.040, -0.074, 0.060], [0.081, 0.048, 0.030], [-0.081, 0.102, -0.046], [0.102, 0.118, 0.098], [0.145, 0.007, 0.206], [0.106, 0.116, -0.032], [-0.044, 0.053, 0.140], [-0.136, 0.060, 0.074], [0.044, 0.067, -0.124], [-0.023, -0.062, -0.160], [-0.115, -0.073, 0.092], [0.038, -0.157, -0.120], [-0.049, -0.075, 0.120]], "homo_ha": -0.3745, "gap_ev": 11.155, "lumo_ev": 0.97, "relative_energy_kj_mol": 11.61, "smiles": "OC1CCCC1", "mol_weight_g_mol": 86.13}



[8]
{"formula": "C5H10O", "method": "ωB97M-V/def2-TZVPD", "species": ["C", "C", "C", "O", "C", "C", "H", "H", "H", "H", "H", "H", "H", "H", "H", "H"], "coordinates": [[-0.4841, -1.5666, 0.9769], [-0.5161, -0.1109, 1.1055], [0.4071, 0.4799, -0.1864], [1.7718, 0.3286, 0.1550], [0.0900, -0.5073, -1.2842], [0.0880, 1.7063, -0.8309], [-1.4182, -2.1246, 0.8921], [0.3398, -2.1118, 1.4394], [-0.0471, -1.5152, -0.4750], [-0.0142, 0.2951, 1.9873], [-1.5216, 0.3170, 1.0278], [2.0193, 1.1056, 0.6773], [0.8636, -0.6222, -2.0465], [-0.9143, -0.4233, -1.7038], [0.8453, 2.4635, -1.0424], [-0.9420, 1.9523, -1.0796]], "forces_ev_per_angstrom": [[-0.003, -0.430, 0.105], [0.421, 1.023, -0.669], [-0.613, -0.994, 0.458], [0.010, 0.330, 0.136], [-0.027, -0.909, 0.388], [-0.156, 1.231, -0.028], [0.263, 0.166, 0.013], [-0.194, 0.132, -0.135], [0.105, 0.278, -0.496], [-0.110, -0.139, -0.060], [0.181, -0.111, 0.012], [0.008, -0.254, -0.121], [-0.110, 0.016, 0.155], [0.157, 0.087, 0.086], [-0.160, -0.271, 0.079], [0.229, -0.154, 0.077]], "homo_ha": [-0.2784, -0.2855], "gap_ev": [7.788, 7.886], "lumo_ev": [0.21, 0.12], "relative_energy_kj_mol": 469.47, "mol_weight_g_mol": 86.13}